# 1
53
Properties=species:S:1:pos:R:3:forces:R:3:nbo_charge:R:1 method="wB97M-V/def2-TZVPD" s_squared=0.76 multiplicity=2 energy_ha=-5037.7078
Pd -0.950762 -0.049231 0.517213 0.6419 2.2601 -2.5833 0.7571
C 0.554917 -5.219202 -1.700506 -0.0061 0.1205 0.3168 -0.6295
C 0.367703 -5.050051 -0.205476 -0.1801 -0.2854 -0.0947 -0.0653
O 0.870780 -3.777152 0.206082 0.1014 0.3391 -0.0550 -0.8463
P -0.075372 -2.576342 0.685947 0.2162 -1.1931 0.5726 1.6120
S 1.289381 -1.140288 1.066637 -1.1499 -0.0199 -0.3714 -0.3694
S -1.642429 -2.318595 -0.552706 0.7534 0.6697 1.1731 -0.4732
O -0.771296 -3.106525 2.028485 0.0315 0.1255 -0.4484 -0.8408
C 0.013329 -3.619460 3.114452 0.2311 -0.0399 0.2300 -0.0614
C -0.501082 -3.058862 4.424727 0.0840 -0.0226 -0.3191 -0.6271
H 0.237886 -6.212722 -2.001480 -0.0399 -0.1456 -0.0860 0.2172
H 1.602688 -5.087183 -1.953661 0.1324 -0.0151 -0.0822 0.2134
H -0.033536 -4.480546 -2.238708 -0.0704 0.0562 -0.0815 0.2184
H 0.950776 -5.786807 0.353835 -0.1471 -0.0002 -0.0639 0.1899
H -0.688128 -5.144587 0.068526 0.0807 -0.0292 0.0375 0.1894
H 1.064314 -3.355102 2.957316 -0.0604 -0.0741 0.0862 0.1899
H -0.085761 -4.708413 3.088434 0.0577 0.0526 -0.0127 0.1774
H -0.302151 -1.993577 4.486926 0.0032 0.1042 0.0085 0.2280
H -0.007257 -3.561315 5.251406 0.0567 -0.0789 0.1308 0.2106
H -1.574500 -3.211308 4.499870 -0.0890 -0.0350 0.0422 0.2192
Se -0.772256 2.228156 -1.953911 1.6745 -2.3193 -1.6474 1.1312
N -0.405215 0.396426 -1.701951 -0.8614 1.7140 0.7008 -0.6882
C 0.555831 0.053306 -2.536483 -0.2653 0.9418 -0.3023 0.2028
C 1.087566 -1.240749 -2.662663 0.6168 -1.0513 -0.4060 -0.2304
C 1.953105 -1.522648 -3.696214 -0.8386 -0.1211 1.2815 -0.1785
C 2.366575 -0.511231 -4.563461 -0.0949 1.7449 -0.6213 -0.2133
C 1.913145 0.793730 -4.434106 1.2033 -1.0264 -0.8173 -0.1933
C 1.011430 1.115945 -3.423337 -0.7285 0.1536 1.2884 0.0522
N 0.496705 2.331931 -3.203462 -1.0200 -0.3087 -0.0527 -0.6069
H 0.796254 -2.004172 -1.954710 -0.0673 0.0341 -0.1695 0.2274
H 2.303631 -2.534584 -3.838392 0.1119 -0.0332 0.0767 0.2175
H 3.061195 -0.747475 -5.353776 0.0480 0.0064 -0.1479 0.2172
H 2.237221 1.569832 -5.110547 0.0739 0.0312 -0.0568 0.2279
C -4.167953 0.337918 -0.690803 -0.2866 -0.1989 -0.1310 -0.2496
O -2.981841 1.094001 -0.482818 0.0933 0.4293 0.1088 -0.7498
H -4.830208 0.852972 -1.393965 0.0404 -0.0911 0.0411 0.1723
H -4.692670 0.170352 0.252684 0.0571 -0.0585 -0.0406 0.1891
H -3.866613 -0.625152 -1.109025 -0.0790 0.1942 0.0578 0.1971
H -3.207533 1.888581 0.023311 0.1452 -0.2555 0.0844 0.4951
C -0.156055 2.001032 0.432181 -0.2901 -0.8246 3.3553 -0.3319
C 0.204578 3.024393 1.017044 -0.6459 -1.9100 -0.7225 -0.1097
C 0.519495 4.340618 1.418991 0.1315 0.6805 -0.2441 -0.0529
C 0.803939 4.711998 2.731283 -0.0362 -0.1046 -0.1428 -0.1987
C 1.062118 6.039215 3.022393 -0.0008 0.1088 0.0552 -0.2050
C 1.031721 7.001136 2.023903 0.0069 -0.0543 0.0258 -0.2092
C 0.747620 6.629318 0.717649 -0.0091 0.1676 -0.0758 -0.2084
C 0.491734 5.310598 0.410353 0.0561 -0.0279 0.2583 -0.1960
H 0.805418 3.965768 3.511342 0.0243 -0.0836 0.0272 0.2251
H 1.279772 6.325009 4.040721 0.0188 0.0414 0.0832 0.2149
H 1.221204 8.037378 2.262156 0.0364 0.0629 0.0205 0.2140
H 0.719202 7.370682 -0.065327 0.0106 0.1361 -0.0754 0.2140
H 0.258131 5.001216 -0.599939 0.0496 0.0708 -0.0433 0.2094
I -2.166743 0.051769 2.813559 0.1777 0.1628 -0.1674 -0.2946



# 2
59
Properties=species:S:1:pos:R:3:forces:R:3:nbo_charge:R:1 method="wB97M-V/def2-TZVPD" s_squared=6.05 multiplicity=5 energy_ha=-2466.1002 total_charge=+1
Ir -2.054934 -0.372382 -0.242821 -0.1936 0.4911 0.0001 1.0810
C 2.374135 0.789243 -0.315248 -1.3217 1.3355 0.0393 -0.7015
C 1.082345 0.132605 -0.773319 -0.0080 -0.9775 -0.2081 0.3329
N 0.128956 -0.255057 0.031387 1.3832 0.6041 0.4543 -0.3525
N 0.538106 -0.170083 1.395821 0.1211 -0.5595 -0.4331 -0.4060
C -0.228089 -0.769506 2.250408 -0.1331 1.0068 -1.2867 -0.0970
S -1.846551 -1.351686 1.945382 -0.7442 -0.0500 -0.2256 -0.2627
S 0.225416 -0.917695 3.894543 0.2572 0.0271 0.8835 0.3656
C 2.007839 -0.601034 3.836764 0.2377 0.2056 1.9440 -0.5412
C 2.506161 0.820166 3.604875 -1.3304 -1.1207 1.4998 -0.0564
C 3.513198 1.027808 2.721233 1.1998 0.0337 -2.2053 -0.1974
C 4.017033 2.277829 2.432640 -0.6887 1.0575 2.5920 -0.2135
C 3.573640 3.283293 3.286649 0.0912 1.9250 -0.8806 -0.1963
C 2.523374 3.119694 4.159693 0.1988 0.6786 0.9014 -0.2075
C 1.987853 1.888835 4.341661 0.2542 -1.1058 -0.4059 -0.1878
C 0.974548 -0.220073 -2.221956 -2.0216 0.8866 -0.0050 -0.0527
C 1.957801 -0.926440 -2.909662 -0.5491 1.2335 1.9031 -0.2258
C 1.881243 -1.045819 -4.258749 1.5849 -0.6266 -1.2593 -0.1144
C 0.857949 -0.473419 -4.995153 0.1117 -0.8003 -2.9426 -0.2174
C -0.131608 0.196441 -4.436618 0.1084 -0.0046 2.6638 -0.1904
C -0.250685 0.291752 -2.993426 1.4371 -0.8393 -0.0318 0.4506
O -1.318710 0.693739 -2.520761 0.3703 -0.1343 0.6065 -0.5343
H 2.014150 1.543549 0.441440 0.8427 -1.0738 -0.2235 0.2798
H 2.805963 1.439526 -1.120831 -0.1305 -1.1444 0.4359 0.2397
H 3.048361 0.019819 0.094788 -0.0912 0.6832 -0.0753 0.2464
H 2.338006 -1.218680 3.076782 0.7998 -1.0874 -1.9011 0.2225
H 2.441479 -1.145810 4.744885 -0.7319 1.2057 -0.7297 0.2505
H 3.969010 0.306727 2.055099 -0.4569 -0.9324 0.4920 0.2026
H 4.811292 2.446930 1.758309 0.6250 0.0424 -0.7226 0.2187
H 3.916158 4.321549 3.282172 0.4734 -0.4239 -0.5457 0.2158
H 2.198623 3.940768 4.809017 0.1447 -0.2082 -0.4572 0.2200
H 1.248334 1.759680 5.092868 -0.7070 -0.3757 0.3558 0.2172
H 2.831067 -1.257769 -2.377617 0.1900 -0.2157 0.1507 0.2286
H 2.727900 -1.496204 -4.786331 -0.4551 -0.0714 0.1460 0.2286
H 0.792076 -0.636069 -6.093125 0.4138 0.1416 0.8575 0.2352
H -0.972327 0.538977 -4.905312 -1.8371 0.9186 -1.6081 0.2241
N -4.494842 -0.415671 -0.679154 0.1646 -0.9005 -1.2498 -0.6453
N -5.022530 0.863095 -0.860037 -0.6367 -0.6209 -0.1009 -0.4088
C -4.277081 1.950555 -0.670594 2.6492 -0.4892 -0.8564 0.6426
N -4.776198 3.121653 -0.981485 -3.7208 0.6606 -0.8592 -0.7594
N -2.920409 1.764010 -0.463143 -1.6461 -0.4882 1.1189 -0.5349
N -2.215530 2.863326 0.012721 -2.0082 0.4192 -1.4562 0.6483
O -1.041840 2.797231 -0.044953 2.0692 -0.5027 0.4059 -0.3338
O -2.843729 3.868646 0.336219 0.4631 0.2615 0.7960 -0.4604
H -4.514897 -1.052069 -1.535322 0.0165 1.5199 1.2206 0.4240
H -4.958992 -0.890488 0.073896 -0.2418 -0.0740 0.4076 0.3899
H -6.000502 0.992129 -1.106018 0.3200 -0.1958 0.0578 0.3975
H -5.791511 3.281538 -1.260169 2.0008 -0.7439 0.6132 0.4125
H -4.332466 3.896409 -0.557299 0.6327 0.9058 0.2785 0.4484
N 0.445223 -5.399154 -0.942755 -1.4352 3.0758 1.0269 -0.7705
C -0.428290 -4.361298 -0.720409 0.1257 -2.2534 -0.7951 0.6633
N -0.226549 -3.644992 0.348931 2.1376 0.4309 1.8428 -0.7877
N -1.486571 -4.237889 -1.540311 0.6595 1.3233 0.1618 -0.6330
C -2.007698 -3.030080 -1.620447 -0.5823 -0.0406 -0.4972 0.5661
N -2.551506 -1.999688 -1.819356 1.0109 -1.3042 0.4030 -0.6293
H 0.988234 -5.709309 -0.179654 0.5629 -0.6897 0.3078 0.4036
H 0.254369 -5.886920 -1.750314 -0.0435 -1.6507 -1.6894 0.4167
H 0.624778 -3.745548 0.955798 -1.3560 0.0432 -1.1588 0.4161
H -0.910582 -3.006682 0.698371 -0.5871 0.5885 0.2433 0.4293



For each record above, in turn, the calculated energy above the lowest of the compared OMol25 structures with the same formula, charge and spin values are 208.2 131.1 kJ/mol.